1.
{
  "formula": "C22H22N8O4",
  "method": "ωB97M-V/def2-TZVPD",
  "energy_ev": -43277.739,
  "homo_ha": -0.2940,
  "total_charge": 0,
  "symbols": ["O", "O", "O", "O", "N", "N", "N", "N", "N", "N", "N", "N", "C", "C", "C", "C", "C", "C", "C", "C", "C", "C", "C", "C", "C", "C", "C", "C", "C", "C", "C", "C", "C", "C", "H", "H", "H", "H", "H", "H", "H", "H", "H", "H", "H", "H", "H", "H", "H", "H", "H", "H", "H", "H", "H", "H"],
  "coordinates": [[8.7745, 0.4499, 0.6207], [-0.4185, -2.5998, -0.9920], [-2.3824, 4.2326, 0.3078], [-5.9732, -1.4002, 0.3451], [1.4870, 0.4337, -0.7670], [2.9026, -1.7483, -0.4178], [1.0690, 1.6222, -0.6589], [1.7911, -2.4399, -0.6757], [-0.2689, 1.6031, -0.4500], [0.9200, 4.3908, -0.6772], [-1.2657, 4.9598, 0.0477], [-2.1716, 2.9243, 0.1506], [7.5801, -0.1535, 0.3846], [0.5464, -1.8892, -0.7794], [-3.7040, -1.4806, 0.8715], [-7.0660, -0.8874, -0.3928], [4.0263, -2.3414, -0.3609], [5.2375, -1.5994, -0.1017], [-0.9297, 2.7855, -0.2153], [-4.7299, -0.9305, 0.0964], [-8.3350, -1.5629, 0.1188], [8.8129, 1.8512, 0.7447], [-2.4018, -1.0773, 0.7000], [6.3607, 0.5091, 0.2499], [-8.6547, -1.1481, 1.5493], [7.6162, -1.5461, 0.2716], [-2.0878, -0.0969, -0.2415], [5.2071, -0.2082, 0.0104], [6.4634, -2.2567, 0.0307], [0.4539, -0.4297, -0.6327], [-0.3295, 4.1059, -0.2864], [-0.7111, 0.3139, -0.4299], [-3.1060, 0.4482, -1.0149], [-4.4139, 0.0350, -0.8562], [8.2031, 2.1972, 1.5853], [-3.9612, -2.2317, 1.6012], [4.2572, 0.2900, -0.1041], [-9.1601, -1.2963, -0.5438], [-2.8762, 1.1855, -1.7691], [-9.5371, -1.6713, 1.9087], [-8.8408, -0.0776, 1.6042], [8.5681, -2.0422, 0.3767], [-7.8178, -1.3878, 2.1995], [1.5581, 3.6097, -0.7447], [6.5071, -3.3330, -0.0552], [-7.1375, 0.2002, -0.2559], [-8.1918, -2.6434, 0.0732], [8.4809, 2.3451, -0.1741], [-6.9294, -1.1019, -1.4619], [6.3045, 1.5835, 0.3284], [-1.6187, -1.5110, 1.3022], [1.2596, 5.3261, -0.5449], [4.1195, -3.4259, -0.5095], [9.8562, 2.1015, 0.9304], [1.8337, -3.4558, -0.8143], [-5.1766, 0.4700, -1.4820]],
  "forces_ev_per_a": [[-0.0618, -0.3214, -0.0359], [0.0333, 0.1101, 0.0475], [-0.2300, -0.0212, 0.0680], [0.1193, -0.0971, 0.1543], [0.3409, 0.0350, -0.1700], [0.8022, 0.3088, 0.3495], [0.2686, 0.9503, -0.0639], [-0.1157, -1.2609, -0.2175], [-0.1848, -1.6527, -0.0840], [0.5842, 0.3225, -0.1860], [1.0018, 0.2211, -0.2655], [0.4533, -0.7901, -0.0991], [-0.0872, -0.2624, -0.0356], [0.0730, -0.2713, -0.0783], [-0.2201, -0.0236, -0.0139], [-0.4399, -0.0363, -0.3111], [-0.8092, -0.5390, -0.1814], [0.5919, 0.4868, 0.1428], [-0.5357, 1.9215, 0.3911], [0.3438, 0.0402, 0.0477], [0.3635, 0.2390, 0.1283], [-0.0041, 0.2362, 0.0191], [-0.0855, 0.2058, -0.0947], [0.2929, 0.2182, 0.0713], [0.0144, -0.1279, -0.1856], [0.2093, 0.2819, 0.0567], [-0.5179, -0.0495, -0.0304], [0.0052, -0.4011, -0.0419], [-0.2944, 0.1711, -0.0271], [-0.9933, 0.6916, 0.1811], [-1.2980, -0.5503, 0.2547], [0.7737, -0.3113, -0.1580], [0.2341, -0.3043, 0.1020], [-0.3718, -0.0587, -0.0334], [0.0132, -0.0109, -0.0416], [-0.0280, -0.0899, 0.0875], [-0.1038, 0.1181, -0.0085], [0.0247, -0.0430, -0.0675], [0.0007, 0.0780, -0.0374], [-0.0748, -0.0031, 0.1071], [-0.0291, 0.1144, 0.0606], [0.1067, -0.0594, 0.0123], [0.0301, 0.0037, 0.1323], [-0.0249, 0.2114, 0.0464], [0.0051, -0.1178, -0.0132], [0.0494, -0.0707, -0.0370], [-0.0375, -0.0336, -0.1191], [0.0000, -0.0178, 0.0422], [0.0539, 0.0732, 0.1178], [0.0212, 0.0913, 0.0105], [0.0613, -0.0689, 0.0423], [0.0465, -0.0108, 0.0046], [-0.0726, 0.0431, -0.0237], [-0.0931, 0.0315, -0.0124], [-0.1120, 0.3806, 0.0229], [-0.0926, 0.0198, -0.0270]],
  "lowdin_charge": [-0.082, 0.077, -0.073, -0.040, 0.079, 0.039, 0.047, 0.054, 0.033, 0.143, 0.109, 0.141, -0.274, -0.411, 0.017, -0.220, -0.097, -0.223, -0.182, -0.254, -0.226, -0.089, -0.012, -0.012, -0.104, -0.004, -0.181, -0.016, -0.037, -0.114, -0.337, -0.066, -0.030, 0.000, 0.096, 0.121, 0.098, 0.110, 0.119, 0.069, 0.074, 0.117, 0.072, 0.069, 0.110, 0.131, 0.112, 0.096, 0.130, 0.102, 0.123, 0.108, 0.125, 0.093, 0.163, 0.106]
}



2.
{
  "formula": "HO3S3",
  "method": "ωB97M-V/def2-TZVPD",
  "energy_ev": -38666.205,
  "relative_energy_kcal_mol": 7.2,
  "homo_ha": -0.1693,
  "total_charge": -1,
  "symbols": ["S", "S", "S", "O", "O", "O", "H"],
  "coordinates": [[0.8373, 0.1103, 0.0979], [-1.9197, -0.2573, 0.2893], [-0.7986, 1.4616, 0.0337], [0.6398, -0.7471, 1.2715], [1.9814, 0.9968, 0.2508], [0.7132, -0.5900, -1.1891], [-1.4533, -0.9743, -0.7542]],
  "forces_ev_per_a": [[1.9010, -0.7640, 0.7047], [-1.9575, 0.2768, -0.0826], [-0.2533, -0.9060, 0.0858], [0.2080, 0.5607, -0.9295], [-0.1691, 0.0486, -0.5497], [0.2774, 0.4587, 0.7537], [-0.0064, 0.3252, 0.0177]],
  "lowdin_charge": [0.077, 0.245, 0.229, -0.472, -0.435, -0.467, -0.177]
}